The following is a quantum chemistry calculation of a structure of composition C46H60N3O4SSeTeV, from the Open Molecules 2025 dataset.

The frontier orbital gap (alpha / beta) is 7.72 / 7.82 eV. Its highest occupied orbital energy (alpha / beta) is -7.6 / -7.7 eV. As for the energy above the lowest of the compared OMol25 structures with the same formula, charge and spin: 61.7 kJ/mol. The calculation puts the LUMO energy (alpha / beta) at 0.2 / 0.2 eV. As for the total charge: 0. The multiplicity is 3.

Element x y z (Å)
Te: 3.792 0.652 1.325
Se: -0.461 0.162 -2.211
V: 1.248 -0.557 -0.606
S: 2.380 -3.158 -0.631
O: 4.625 -0.951 -1.345
O: -0.130 -1.694 -0.040
O: 1.459 2.064 -2.582
O: 0.740 0.847 0.422
N: 2.692 0.227 -1.882
N: 3.227 -3.131 -3.148
N: 0.954 -3.111 -2.881
C: -1.131 1.423 -0.918
C: 2.183 -3.157 -2.317
C: 7.818 -1.036 1.553
C: 8.640 0.019 1.176
C: -5.867 -1.438 -2.787
C: -1.314 -1.968 -0.594
C: 8.081 1.248 0.850
C: 6.440 -0.864 1.606
C: -3.361 -3.162 -0.847
C: -4.558 4.556 0.714
C: 6.703 1.421 0.896
C: 4.001 3.368 5.382
C: -0.614 2.122 2.828
C: 0.068 3.452 3.175
C: -1.686 -1.242 -1.735
C: -5.034 -2.725 -2.741
C: -1.077 2.154 1.363
C: 3.975 1.202 4.331
C: -1.969 -3.802 1.146
C: -2.181 -2.954 -0.118
C: -3.729 -2.464 -1.988
C: 4.774 0.826 -2.947
C: 3.872 1.810 3.083
C: -3.145 -3.551 2.104
C: -3.733 4.779 -1.621
C: -5.203 2.856 -0.982
C: 4.043 1.982 5.477
C: 4.054 -0.087 -1.974
C: 0.356 0.975 3.124
C: -2.217 2.910 1.050
C: -0.465 1.472 0.313
C: -1.834 1.911 3.744
C: -2.274 2.133 -1.184
C: -2.830 2.939 -0.193
C: 2.494 1.435 -2.565
C: 3.757 1.907 -3.258
C: -1.928 -5.288 0.759
C: -2.850 -1.473 -2.431
C: 3.129 -2.908 -4.577
C: 3.824 3.197 2.987
C: 3.890 3.975 4.138
C: -4.070 3.776 -0.506
C: -0.679 -3.491 1.911
C: -4.713 -3.166 -4.175
C: -5.876 -3.814 -2.077
C: 5.881 0.368 1.282
H: 3.999 0.122 4.407
H: -5.636 -3.337 -4.736
H: -4.133 -2.408 -4.706
H: -4.032 -3.926 -0.480
H: -3.797 5.245 1.085
H: 8.250 -1.996 1.806
H: -4.135 -4.093 -4.172
H: -0.626 4.292 3.086
H: -5.435 5.146 0.437
H: 9.713 -0.116 1.135
H: -4.937 2.328 -1.900
H: -0.660 -2.462 2.272
H: -3.076 -0.870 -3.305
H: 3.850 5.055 4.060
H: -5.352 -4.772 -2.051
H: 0.824 -3.314 -3.858
H: -6.083 -1.081 -1.777
H: -0.630 -4.158 2.776
H: -5.438 2.108 -0.221
H: 4.049 3.974 6.278
H: 4.133 -2.812 -4.980
H: 3.727 3.670 2.018
H: 4.125 1.506 6.447
H: -2.370 1.000 3.468
H: -3.208 -2.492 2.364
H: 4.105 -2.950 -2.681
H: -6.815 -1.618 -3.300
H: -1.053 -5.496 0.138
H: 2.571 -1.995 -4.802
H: 8.717 2.075 0.558
H: 3.547 2.059 -4.315
H: -6.105 3.440 -1.182
H: 0.170 -3.293 -2.271
H: -3.001 -4.122 3.025
H: -4.848 3.889 1.530
H: -0.010 0.019 2.742
H: 0.447 3.429 4.202
H: 0.206 -3.647 1.298
H: -2.733 2.048 -2.163
H: 5.687 1.182 -2.473
H: 0.478 0.890 4.207
H: -6.799 -3.955 -2.644
H: -4.604 5.399 -1.851
H: -4.103 -3.850 1.673
H: 0.914 3.634 2.509
H: 4.020 2.877 -2.835
H: -1.858 -5.906 1.658
H: -3.429 4.269 -2.537
H: -6.152 -3.544 -1.055
H: -1.497 1.809 4.777
H: -2.818 -5.597 0.208
H: 5.065 0.236 -3.818
H: -2.655 3.492 1.848
H: -2.914 5.434 -1.316
H: 2.652 -3.751 -5.082
H: 1.337 1.158 2.699
H: 6.270 2.381 0.642
H: -2.540 2.742 3.712
H: -5.346 -0.638 -3.320
H: 5.802 -1.690 1.892

Atomic partial charges in e from the Löwdin method, atoms 1 to 8: 1.497, 1.266, 0.662, 0.706, -0.024, -0.322, -0.007, -0.317

=====

The following is a quantum chemistry calculation of a structure of composition C13H43GaO8P, from the Open Molecules 2025 dataset.

The frontier orbital gap is 6.34 eV. Its highest occupied orbital energy is -3.7 eV. The calculation puts the LUMO energy at 2.7 eV. As for the total charge: -1.

Element x y z (Å)
Ga: 1.265 1.386 -1.428
P: 0.621 2.009 0.783
O: -3.098 -0.520 -1.204
O: -6.303 2.756 -0.742
O: -1.029 2.394 0.683
O: 5.342 -4.026 2.817
O: -2.819 0.398 1.408
O: -1.194 -4.625 -0.136
O: 1.692 -0.443 -1.472
O: -3.597 2.782 -2.194
C: -3.851 1.380 1.305
C: -2.980 3.804 -2.974
C: -2.396 -0.410 -2.450
C: 6.650 -3.532 2.578
C: 4.460 -0.666 -0.592
C: 2.496 -2.224 0.026
C: 3.772 -1.503 0.497
C: 1.951 -3.124 1.139
C: -6.222 3.903 0.081
C: 1.290 3.710 0.827
C: 1.350 -1.315 -0.446
C: 3.562 -0.671 1.767
C: -2.111 -3.535 -0.137
H: -3.514 2.259 0.748
H: -5.287 3.943 0.647
H: -4.012 -0.268 -1.367
H: -2.990 -3.744 -0.755
H: 0.879 4.375 0.063
H: 4.120 0.369 -0.595
H: 6.808 -3.548 1.502
H: -5.574 2.792 -1.381
H: 2.586 2.195 -1.873
H: -4.742 0.981 0.810
H: -7.053 3.857 0.784
H: -4.125 1.696 2.310
H: -2.444 0.621 -2.797
H: 1.143 4.158 1.812
H: 2.364 3.603 0.648
H: -6.316 4.820 -0.511
H: 3.576 -1.298 2.662
H: 0.541 -1.998 -0.773
H: 2.786 -2.870 -0.813
H: 0.949 -0.786 0.434
H: 7.420 -4.151 3.052
H: -2.818 -1.081 -3.203
H: 4.239 -1.043 -1.590
H: -1.346 -0.655 -2.301
H: -2.147 3.408 -3.558
H: 5.174 -3.997 3.761
H: 6.764 -2.501 2.925
H: -0.864 -4.740 -1.030
H: -2.614 4.621 -2.351
H: -1.651 -2.608 -0.479
H: 1.548 -2.519 1.955
H: -2.606 0.174 0.482
H: 4.364 0.065 1.878
H: 2.736 -3.767 1.546
H: -2.921 2.431 -1.599
H: -1.471 1.704 1.201
H: 5.545 -0.677 -0.445
H: 1.137 -3.759 0.782
H: 2.619 -0.120 1.747
H: 4.477 -2.302 0.764
H: 0.045 1.646 -2.468
H: -3.744 4.185 -3.650
H: -2.434 -3.397 0.892

Atomic partial charges in e from the natural (NBO) method, atoms 1 to 8: 0.828, 0.468, -0.754, -0.748, -1.038, -0.715, -0.751, -0.729

=====

The following is a quantum chemistry calculation of the molecule C12H14ClFN2O3S, from the Open Molecules 2025 dataset.

The frontier orbital gap is 9.15 eV. Its highest occupied orbital energy is -8.6 eV. As for the energy above the lowest of the compared OMol25 structures with the same formula, charge and spin: 7.3 kJ/mol. As for the SMILES: C=CCNC(=O)CN(c1ccc(F)c(Cl)c1)S(C)(=O)=O. The calculation puts the LUMO energy at 0.5 eV. As for the total charge: 0.

Element x y z (Å)
Cl: -1.738 -4.564 3.190
S: 1.719 -1.851 0.055
F: -4.019 -2.680 3.029
O: 0.338 1.126 0.337
O: 2.563 -1.189 -0.893
O: 1.865 -3.270 0.180
N: -0.111 1.908 -1.733
N: 0.123 -1.509 -0.428
C: 0.066 3.314 -1.413
C: 0.105 0.928 -0.837
C: -1.871 -3.194 2.154
C: 2.292 4.429 -1.475
C: -2.082 -0.991 0.481
C: -3.113 -1.303 1.347
C: 1.907 -1.097 1.681
C: 0.004 -0.482 -1.429
C: -0.842 -2.887 1.282
C: -3.009 -2.396 2.186
C: -0.927 -1.775 0.441
C: 1.269 3.884 -2.105
H: -2.183 -0.120 -0.145
H: 2.320 4.499 -0.401
H: 0.851 -0.622 -2.106
H: -4.004 -0.698 1.386
H: -0.835 3.858 -1.720
H: 0.177 3.378 -0.329
H: 1.257 3.815 -3.185
H: 0.025 -3.524 1.234
H: 3.139 4.830 -2.004
H: 1.532 -0.084 1.610
H: -0.927 -0.614 -1.986
H: 2.965 -1.111 1.908
H: 1.348 -1.681 2.399
H: -0.203 1.670 -2.709

Atomic partial charges in e from the natural (NBO) method, atoms 1 to 8: 0.036, 2.310, -0.311, -0.644, -0.945, -0.936, -0.603, -0.676

=====

The following is a quantum chemistry calculation of a structure of composition C46H56ClIN3O7PReSSi2, from the Open Molecules 2025 dataset.

The frontier orbital gap (alpha / beta) is 5.64 / 5.88 eV. Its highest occupied orbital energy (alpha / beta) is -12.6 / -12.6 eV. The calculation puts the LUMO energy (alpha / beta) at -6.9 / -6.7 eV. As for the total charge: +2. The multiplicity is 2.

Element x y z (Å)
Re: 0.340 -0.271 0.064
I: 1.207 1.603 1.781
Cl: 8.657 1.482 0.196
S: 4.424 -5.500 -2.617
P: 0.362 1.451 -1.652
Si: -2.528 0.723 1.636
Si: -1.696 -2.376 1.674
O: 5.013 -4.327 -2.005
O: -0.377 -5.464 -3.808
O: 3.770 -0.814 2.535
O: -2.166 -4.311 -3.417
O: 1.510 -1.148 1.294
O: 2.181 -3.226 0.674
O: 4.649 -5.755 -4.015
N: 0.375 -1.807 -1.400
N: 1.168 -3.385 -2.716
N: -0.972 -4.502 -3.374
C: 0.424 5.414 -0.228
C: 0.462 6.044 -1.495
C: 5.257 0.896 2.185
C: -1.048 1.271 -2.766
C: -2.060 2.233 -2.776
C: -2.010 0.974 3.409
C: 2.873 -1.850 -1.791
C: 0.599 3.916 -2.543
C: -1.159 0.143 -3.583
C: -3.155 2.073 -3.610
C: -4.312 0.215 1.621
C: -0.202 -3.487 -2.702
C: 2.041 0.770 -3.859
C: 3.297 0.609 -4.432
C: -1.487 -0.663 0.692
C: 0.526 3.995 -0.120
C: 2.270 -2.277 1.397
C: -2.485 2.302 0.632
C: 1.487 -2.350 -1.926
C: 3.095 1.304 -1.756
C: 0.627 3.521 1.219
C: 2.667 -5.327 -2.400
C: -0.691 -2.511 -1.913
C: 1.934 1.113 -2.512
C: 6.384 1.505 1.672
C: 4.854 -6.945 -1.676
C: 5.749 -1.174 1.030
C: 2.180 -4.239 -3.367
C: -0.955 -3.869 0.857
C: -2.255 -0.007 -4.417
C: -3.514 -2.760 1.727
C: 0.516 4.323 2.321
C: 6.895 -0.538 0.533
C: 5.350 -6.638 -0.269
C: 4.945 -0.425 1.887
C: 0.299 6.235 0.923
C: -3.253 0.959 -4.431
C: 7.213 0.765 0.846
C: 0.593 5.316 -2.635
C: 0.311 5.710 2.175
C: 4.345 1.132 -2.331
C: -0.968 -2.155 3.370
C: 3.258 -2.124 2.532
C: 5.526 -2.597 0.557
C: 0.530 3.243 -1.343
C: 4.446 0.784 -3.672
H: 4.551 -6.244 0.360
H: 3.959 -7.569 -1.670
H: -4.891 1.116 1.842
H: -4.050 -2.428 0.836
H: 5.419 0.665 -4.128
H: 2.511 -5.034 -1.360
H: 2.181 -6.279 -2.605
H: 4.596 1.436 2.851
H: -0.623 -3.130 3.724
H: 0.402 7.124 -1.532
H: 6.623 2.530 1.917
H: -1.702 -1.786 4.086
H: 0.080 -3.788 0.547
H: 0.202 7.303 0.777
H: -1.014 -4.662 1.609
H: 3.159 -1.325 -2.704
H: 5.236 1.280 -1.735
H: 4.007 -2.908 2.469
H: 1.161 0.654 -4.477
H: -0.114 -1.477 3.383
H: 6.156 -5.909 -0.291
H: 0.630 3.352 -3.469
H: 2.713 -2.231 3.475
H: -3.417 2.389 0.069
H: -1.560 -4.195 0.010
H: -1.719 -2.304 -1.685
H: 4.485 -2.847 0.382
H: -1.672 2.335 -0.085
H: 3.375 0.360 -5.482
H: -4.649 -0.161 0.653
H: -1.036 0.572 3.670
H: 3.038 1.625 -0.721
H: 5.928 -3.329 1.262
H: -2.010 2.040 3.651
H: -3.604 -3.848 1.776
H: 2.988 -3.580 -3.680
H: -2.741 0.494 4.062
H: -2.330 -0.878 -5.055
H: -4.106 0.843 -5.085
H: -1.999 3.106 -2.140
H: 6.047 -2.748 -0.387
H: -2.051 -0.792 -0.256
H: -2.399 3.186 1.265
H: 0.209 6.334 3.051
H: 5.722 -7.555 0.183
H: 7.549 -1.095 -0.125
H: 5.606 -7.436 -2.295
H: -4.022 -2.349 2.597
H: 0.657 5.794 -3.602
H: -4.559 -0.523 2.380
H: 2.955 -1.153 -0.962
H: 1.744 -4.680 -4.256
H: 3.581 -2.664 -1.633
H: -0.387 -0.610 -3.586
H: 0.605 3.908 3.317
H: -3.933 2.825 -3.619

Atomic partial charges in e from the Löwdin method, atoms 1 to 8: 1.052, 1.422, 0.690, 0.660, 0.955, 0.445, 0.475, -0.328

=====

Number 1: E -6265.86258 Ha. Number 2: E -3389.12499 Ha. Number 3: E -1759.13011 Ha. Number 4: E -4631.56844 Ha.